Entry from OMol25: a structure of composition C28H57Br16N2 (ωB97M-V/def2-TZVPD).

Cartesian coordinates (Å):
C: -9.39 -0.86 1.68
C: -9.08 -0.84 0.14
C: -8.04 0.29 -0.23
C: -8.12 0.55 -1.77
C: -7.10 -0.35 -2.57
C: -5.60 -0.03 -2.22
C: -4.69 -1.30 -2.48
C: -4.58 -2.19 -1.20
C: -3.76 -1.55 0.00
C: -2.33 -1.00 -0.37
N: -1.69 -0.15 0.63
C: -2.47 1.06 0.88
C: -2.59 1.21 2.44
N: -3.35 0.47 3.17
H: -9.75 -1.85 2.04
H: -10.08 -0.05 1.99
H: -8.42 -0.68 2.21
H: -10.03 -0.57 -0.39
H: -8.75 -1.82 -0.25
H: -8.30 1.19 0.39
H: -7.04 -0.04 0.12
H: -9.13 0.25 -2.13
H: -7.98 1.63 -1.99
H: -7.34 -1.44 -2.46
H: -7.25 -0.11 -3.65
H: -5.26 0.74 -2.95
H: -5.49 0.37 -1.19
H: -3.72 -0.98 -2.90
H: -5.22 -1.90 -3.26
H: -4.14 -3.19 -1.42
H: -5.63 -2.33 -0.84
H: -4.42 -0.79 0.48
H: -3.60 -2.35 0.75
H: -1.66 -1.89 -0.48
H: -2.30 -0.47 -1.38
H: -3.47 1.10 0.37
H: -1.89 1.95 0.50
H: -1.95 2.00 2.91
H: -3.19 0.81 4.13
Br: 3.22 -0.49 1.87
C: 1.76 0.31 0.84
C: 0.73 -0.72 0.46
Br: 1.35 -1.82 -1.02
H: 2.20 0.81 -0.01
H: 1.32 1.06 1.51
H: -0.19 -0.23 0.10
H: 0.47 -1.39 1.28
Br: -8.45 4.40 -5.27
C: -8.14 2.47 -5.22
C: -9.35 1.71 -5.67
Br: -10.72 1.66 -4.28
H: -7.83 2.23 -4.21
H: -7.30 2.30 -5.90
H: -9.10 0.66 -5.86
H: -9.82 2.13 -6.56
Br: -1.38 -2.47 -3.24
C: -0.72 -4.29 -3.09
C: -1.83 -5.22 -3.49
Br: -3.10 -5.35 -2.02
H: -0.36 -4.45 -2.08
H: 0.13 -4.35 -3.78
H: -1.48 -6.24 -3.66
H: -2.36 -4.87 -4.37
Br: 6.63 -4.94 1.27
C: 5.17 -4.14 0.26
C: 4.14 -5.17 -0.12
Br: 4.75 -6.27 -1.61
H: 5.61 -3.64 -0.60
H: 4.73 -3.39 0.92
H: 3.23 -4.69 -0.48
H: 3.89 -5.85 0.69
Br: 10.79 -3.38 -0.55
C: 10.90 -2.66 1.26
C: 9.53 -2.50 1.87
Br: 8.61 -0.94 1.15
H: 11.44 -1.72 1.19
H: 11.48 -3.38 1.82
H: 9.60 -2.31 2.94
H: 8.88 -3.35 1.69
Br: 9.10 5.67 1.49
C: 8.49 3.86 1.14
C: 9.09 2.88 2.12
Br: 10.95 2.49 1.69
H: 8.74 3.63 0.10
H: 7.41 3.89 1.25
H: 8.58 1.92 2.06
H: 9.08 3.24 3.15
Br: 11.13 2.71 6.75
C: 11.57 4.21 5.58
C: 10.98 5.50 6.09
Br: 9.07 5.59 5.71
H: 11.23 3.95 4.58
H: 12.66 4.27 5.58
H: 11.41 6.35 5.57
H: 11.09 5.63 7.16
Br: -0.72 4.55 1.13
C: 1.15 4.01 1.12
C: 1.58 3.58 -0.26
Br: 0.90 1.80 -0.67
H: 1.26 3.22 1.86
H: 1.70 4.89 1.45
H: 2.67 3.50 -0.31
H: 1.23 4.25 -1.04

Output
gap between HOMO and LUMO: 4.18 eV
energy above the lowest of the compared OMol25 structures with the same formula, charge and spin: 360.3 kJ/mol
total charge: -1


Entry from OMol25: a cluster of 7 separate species, C28H57BrN10O10P in total (ωB97M-V/def2-TZVPD).

Cartesian coordinates (Å):
C: 2.95 -2.55 0.74
C: 1.87 -2.40 -0.04
C: 0.65 -1.77 0.55
N: -0.43 -2.54 0.80
C: -1.55 -2.07 1.35
O: -2.54 -2.95 1.59
C: -1.64 -0.75 1.69
P: -3.26 -0.29 2.53
O: -2.88 -0.14 4.12
Br: -3.95 1.73 1.80
C: -0.55 0.09 1.44
C: -0.58 1.55 1.85
O: -0.11 1.81 2.94
O: -1.06 2.53 1.09
C: 0.64 -0.43 0.85
C: 1.84 0.45 0.57
C: 1.57 1.55 -0.51
N: 0.22 1.46 -1.07
N: 2.50 1.44 -1.65
N: 1.79 2.90 0.03
H: 2.84 -2.90 1.77
H: 3.95 -2.30 0.39
H: 1.86 -2.70 -1.09
H: -0.39 -3.53 0.59
H: -3.14 -2.99 0.83
H: -2.09 0.42 4.22
H: -1.50 2.19 0.28
H: 2.70 -0.12 0.23
H: 2.13 0.86 1.55
H: 0.26 0.77 -1.81
H: -0.04 2.36 -1.45
H: 2.69 0.46 -1.85
H: 3.37 1.92 -1.42
H: 0.90 3.35 0.22
H: 2.36 2.87 0.86
C: -3.14 2.60 -2.41
O: -2.39 2.60 -1.44
N: -4.43 2.92 -2.38
C: -5.27 2.90 -3.57
C: -5.00 3.32 -1.11
H: -2.78 2.31 -3.42
H: -5.67 3.90 -3.75
H: -6.09 2.20 -3.42
H: -4.69 2.58 -4.44
H: -4.47 4.19 -0.73
H: -4.89 2.51 -0.40
H: -6.06 3.56 -1.23
C: 3.89 -0.40 -4.05
O: 4.25 -0.63 -2.90
N: 4.62 0.22 -4.98
C: 4.12 0.46 -6.32
C: 5.97 0.67 -4.63
H: 2.89 -0.70 -4.42
H: 4.77 -0.04 -7.04
H: 4.11 1.53 -6.52
H: 3.11 0.07 -6.43
H: 6.56 -0.18 -4.32
H: 5.91 1.37 -3.80
H: 6.43 1.15 -5.48
C: 9.50 0.08 -5.89
O: 8.50 0.02 -5.18
N: 10.23 1.18 -6.10
C: 11.41 1.17 -6.95
C: 9.84 2.42 -5.45
H: 9.88 -0.81 -6.42
H: 12.28 1.47 -6.37
H: 11.27 1.88 -7.77
H: 11.57 0.18 -7.36
H: 9.84 2.28 -4.36
H: 8.83 2.69 -5.76
H: 10.53 3.22 -5.71
C: -6.82 -4.37 2.91
O: -6.76 -3.63 1.94
N: -5.88 -4.45 3.87
C: -6.00 -5.35 5.01
C: -4.72 -3.59 3.76
H: -7.67 -5.05 3.08
H: -5.99 -4.77 5.93
H: -5.15 -6.04 5.02
H: -6.92 -5.92 4.96
H: -5.04 -2.55 3.74
H: -4.21 -3.81 2.83
H: -4.05 -3.76 4.60
C: 1.59 6.29 -3.29
O: 1.35 6.90 -4.31
N: 1.16 6.63 -2.06
C: 1.48 5.84 -0.88
C: 0.34 7.82 -1.91
H: 2.20 5.37 -3.29
H: 0.55 5.49 -0.42
H: 2.02 6.46 -0.17
H: 2.09 4.99 -1.15
H: -0.56 7.72 -2.51
H: 0.89 8.69 -2.27
H: 0.07 7.96 -0.87
C: -6.01 -7.08 8.21
O: -5.43 -6.22 7.58
N: -6.67 -6.88 9.37
C: -7.35 -7.95 10.07
C: -6.69 -5.54 9.93
H: -6.06 -8.13 7.87
H: -8.41 -7.71 10.17
H: -6.91 -8.06 11.07
H: -7.24 -8.89 9.53
H: -7.15 -4.85 9.22
H: -5.67 -5.20 10.12
H: -7.25 -5.53 10.86

Output
gap between HOMO and LUMO: 6.62 eV
energy above the lowest of the compared OMol25 structures with the same formula, charge and spin: 66.6 kJ/mol
total charge: +1


Entry from OMol25: a cluster of 6 separate species, C28H57IN2O15PS5 in total (ωB97M-V/def2-TZVPD).

Cartesian coordinates (Å):
C: 3.63 -0.99 5.92
C: 3.18 -1.05 4.46
C: 1.68 -0.82 4.19
I: 1.27 1.29 4.51
C: 0.71 -1.79 4.92
C: 0.32 -1.36 6.35
C: -0.99 -0.54 6.47
C: -0.92 0.29 7.76
N: -2.16 1.07 8.01
N: -0.46 -1.95 4.01
P: -1.47 -3.28 4.18
O: -1.19 -4.40 3.31
O: -1.61 -3.79 5.69
O: -2.94 -2.70 3.73
C: 1.49 -3.17 4.96
O: 1.87 -3.63 3.86
O: 1.66 -3.71 6.07
H: 3.03 -1.62 6.58
H: 4.69 -1.24 5.97
H: 3.55 0.05 6.26
H: 3.69 -0.21 3.96
H: 3.55 -1.94 3.96
H: 1.52 -1.00 3.14
H: 1.09 -0.75 6.81
H: 0.21 -2.22 7.00
H: -1.17 0.11 5.61
H: -1.89 -1.16 6.58
H: -0.82 -0.40 8.60
H: -0.03 0.92 7.77
H: -2.33 1.59 7.16
H: -2.90 0.38 8.07
H: -0.97 -1.08 3.91
H: -1.78 -3.08 6.31
H: -3.07 -1.82 4.11
C: 2.64 -2.21 -1.79
C: 3.89 -1.78 -1.02
C: 3.64 -0.38 -0.46
S: 1.86 -0.26 -0.23
O: 1.35 0.75 -1.13
O: 1.56 -0.24 1.18
C: 1.46 -1.87 -0.88
H: 2.66 -3.27 -2.04
H: 2.56 -1.64 -2.73
H: 4.07 -2.48 -0.20
H: 4.78 -1.79 -1.66
H: 4.13 -0.23 0.49
H: 3.93 0.39 -1.16
H: 0.51 -1.83 -1.41
H: 1.40 -2.56 -0.04
C: 9.14 2.24 -1.02
C: 8.21 3.45 -1.20
C: 6.82 2.91 -1.58
S: 6.71 1.27 -0.85
O: 6.63 0.30 -1.91
O: 5.76 1.30 0.23
C: 8.36 1.24 -0.17
H: 10.08 2.52 -0.55
H: 9.36 1.81 -2.00
H: 8.14 4.00 -0.26
H: 8.58 4.14 -1.96
H: 6.02 3.53 -1.19
H: 6.71 2.80 -2.66
H: 8.76 0.23 -0.22
H: 8.29 1.57 0.86
C: -3.08 -0.46 -3.61
C: -1.82 -0.03 -2.84
C: -2.08 1.37 -2.28
S: -3.86 1.49 -2.04
O: -4.37 2.50 -2.95
O: -4.16 1.52 -0.63
C: -4.26 -0.12 -2.70
H: -3.06 -1.52 -3.86
H: -3.15 0.11 -4.54
H: -1.64 -0.73 -2.02
H: -0.93 -0.04 -3.48
H: -1.58 1.52 -1.32
H: -1.78 2.15 -2.98
H: -5.20 -0.07 -3.22
H: -4.32 -0.81 -1.86
C: 0.69 1.97 -7.83
C: 0.97 2.96 -6.69
C: 0.46 2.33 -5.40
S: 0.57 0.55 -5.63
O: -0.76 0.00 -5.65
O: 1.61 0.02 -4.79
C: 1.16 0.61 -7.32
H: 1.21 2.25 -8.75
H: -0.38 1.94 -8.05
H: 2.04 3.14 -6.62
H: 0.49 3.93 -6.87
H: 1.06 2.61 -4.54
H: -0.59 2.58 -5.21
H: 0.75 -0.23 -7.88
H: 2.25 0.55 -7.29
C: -10.01 0.65 -1.71
C: -9.02 0.64 -0.54
C: -8.33 -0.73 -0.53
S: -8.34 -1.30 -2.23
O: -9.17 -2.47 -2.33
O: -6.99 -1.28 -2.74
C: -9.23 0.09 -2.90
H: -10.38 1.66 -1.92
H: -10.86 0.01 -1.49
H: -8.28 1.42 -0.67
H: -9.52 0.83 0.41
H: -7.31 -0.67 -0.18
H: -8.89 -1.46 0.07
H: -9.87 -0.25 -3.72
H: -8.50 0.81 -3.27

Output
gap between HOMO and LUMO: 6.07 eV
total charge: -1